DFT (ωB97M-V with the def2-TZVPD basis set) results for a cluster of 6 separate species, C26H29Cl11O3 in total in a non-equilibrium geometry.

Positions of all 69 atoms, in Å:
O1 -5.136 0.395 1.061
C1 -4.542 1.429 1.007
Cl1 -4.941 2.616 -0.294
C2 -3.442 1.843 2.046
C3 -1.997 1.967 1.463
C4 -1.635 1.857 0.051
C5 -0.229 1.950 -0.391
C6 0.812 2.189 0.595
C7 0.473 2.350 2.039
C8 -0.916 2.220 2.442
C9 1.648 2.652 3.035
O2 1.728 2.151 4.131
C10 2.734 3.625 2.457
C11 3.361 4.690 3.219
C12 4.346 5.566 2.529
C13 4.707 5.366 1.119
C14 4.063 4.275 0.332
C15 3.088 3.433 1.022
C16 2.338 2.297 0.248
O3 2.885 1.538 -0.524
H1 -3.743 2.793 2.558
H2 -3.418 1.015 2.813
H3 -2.438 1.698 -0.712
H4 0.072 1.844 -1.461
H5 -1.171 2.338 3.523
H6 3.097 4.883 4.284
H7 4.814 6.404 3.107
H8 5.466 6.035 0.638
H9 4.297 4.131 -0.742
Cl2 -1.614 -1.245 -0.774
C17 -3.293 -1.755 -1.078
C18 -3.768 -1.366 -2.458
Cl3 -3.971 0.401 -2.649
H10 -3.924 -1.323 -0.301
H11 -3.318 -2.840 -0.972
H12 -4.743 -1.814 -2.649
H13 -3.079 -1.709 -3.228
Cl4 7.686 2.223 -3.299
C19 7.741 1.502 -1.670
C20 6.501 1.819 -0.865
Cl5 6.405 3.543 -0.421
H14 8.643 1.858 -1.173
H15 7.828 0.424 -1.804
H16 6.510 1.254 0.068
H17 5.591 1.561 -1.408
Cl6 -3.778 -0.141 5.223
C21 -5.026 -1.113 4.398
C22 -6.260 -1.301 5.251
Cl7 -5.952 -2.348 6.658
H18 -4.581 -2.069 4.121
H19 -5.287 -0.582 3.481
H20 -7.044 -1.781 4.664
H21 -6.642 -0.348 5.616
Cl8 -4.817 -4.717 -3.509
C23 -3.393 -4.963 -4.554
C24 -2.194 -5.455 -3.777
Cl9 -1.546 -4.209 -2.682
H22 -3.182 -4.023 -5.064
H23 -3.676 -5.701 -5.305
H24 -1.390 -5.720 -4.465
H25 -2.436 -6.335 -3.182
Cl10 1.804 -6.454 -2.351
C25 3.062 -5.215 -2.578
C26 2.517 -3.966 -3.234
Cl11 2.062 -4.243 -4.934
H26 3.870 -5.656 -3.163
H27 3.452 -4.973 -1.589
H28 3.279 -3.185 -3.233
H29 1.642 -3.587 -2.707

Forces on the atoms, in the same order (eV/Å):
0.4 0.8 -0.2
0.4 -0.3 0.7
0.2 -0.2 0.8
0.3 -0.4 -0.5
2.4 0.5 -0.6
1.1 0.3 1.2
-0.2 0.2 2.4
-1.1 0.2 1.0
-1.1 -0.3 -1.8
0.5 -0.1 -1.4
0.0 0.4 -0.9
-0.2 0.5 -0.5
0.9 0.9 -1.1
0.6 -0.2 -2.3
-0.8 -1.5 -1.2
-1.9 -1.2 1.3
-1.7 0.9 3.0
0.4 1.0 0.5
-0.6 0.6 0.7
-0.3 0.8 0.2
0.2 -0.7 -0.6
-0.2 0.9 -0.8
1.0 0.1 0.8
-0.5 0.0 1.1
0.3 -0.2 -1.0
0.3 -0.3 -1.1
-0.5 -0.9 -0.7
-0.9 -0.7 0.5
-0.9 0.3 1.2
0.0 -0.1 0.0
-0.3 -0.1 0.1
-0.1 -0.2 -0.1
0.1 -0.1 0.0
0.1 0.1 -0.1
0.0 0.1 -0.1
0.0 0.0 0.1
0.0 0.1 0.1
0.0 0.0 0.0
0.0 -0.1 0.1
0.1 -0.2 -0.1
2.0 -0.8 -0.4
-0.1 0.1 -0.1
-0.1 0.1 0.0
0.1 0.1 0.0
0.0 0.1 0.0
0.0 0.0 0.1
-0.2 -0.1 -0.2
-0.1 0.1 -0.1
0.0 0.0 0.0
0.0 0.1 0.1
0.0 0.0 0.1
0.1 0.0 0.0
0.1 -0.1 0.0
0.0 0.0 0.0
0.1 -0.1 -0.2
0.1 -0.2 -0.1
0.0 0.0 0.0
0.0 0.0 0.1
0.0 0.0 0.1
0.0 0.1 0.0
0.0 0.1 0.0
0.0 -0.1 0.0
0.1 0.1 0.0
0.1 0.1 0.2
-0.1 0.0 0.0
-0.1 0.0 0.0
-0.1 0.0 0.0
0.0 -0.1 0.0
0.0 -0.1 -0.1

As for the HOMO-LUMO gap: 8.513 eV. Its SMILES is O=C(Cl)Cc1ccc2c(c1)C(=O)c1ccccc1C2=O.ClCCCl.ClCCCl.ClCCCl.ClCCCl.ClCCCl. The LUMO energy is -0.6 eV. For the HOMO energy, the calculation gives -0.333 Ha. Its spin multiplicity is 1.

DFT (ωB97M-V with the def2-TZVPD basis set) results for the molecule FHN2O in a non-equilibrium geometry.

Positions of all 5 atoms, in Å:
O1 0.884 0.978 -0.010
N1 0.356 -0.175 -0.356
N2 -0.775 -0.518 0.039
F1 -0.942 -1.848 -0.306
H1 0.477 1.564 0.633

Forces on the atoms, in the same order (eV/Å):
0.9 0.8 -0.6
-1.5 -2.7 0.0
1.8 1.9 0.6
0.2 0.4 -0.5
-1.3 -0.3 0.5

As for the HOMO-LUMO gap: 11.813 eV. Its SMILES is O/N=N/F. The LUMO energy is 0.5 eV. The value obtained for the energy above the lowest of the compared OMol25 structures with the same formula, charge and spin is 57.3 kcal per mole. For the HOMO energy, the calculation gives -0.416 Ha. Its spin multiplicity is 1.

DFT (ωB97M-V with the def2-TZVPD basis set) results for a structure of composition C20H40NOP3RuS in a non-equilibrium geometry.

Positions of all 67 atoms, in Å:
Ru1 0.256 0.403 0.545
P1 1.722 -0.642 1.898
P2 1.508 2.256 0.796
P3 -0.988 -1.564 0.390
H1 0.362 2.422 -3.180
C1 0.116 1.840 -2.261
C2 -1.369 1.771 -2.280
H2 -1.843 2.194 -1.360
C3 3.089 -1.360 0.911
C4 2.535 0.314 3.246
C5 1.335 -2.105 2.958
C6 1.080 3.401 -0.517
C7 1.333 3.266 2.303
C8 3.306 2.103 0.382
C9 -2.586 -1.530 -0.508
C10 -1.595 -2.421 1.913
C11 0.031 -2.843 -0.431
H3 0.750 0.956 -2.263
H4 -1.777 2.381 -3.124
H5 3.946 -1.473 1.596
H6 3.357 -0.707 0.068
H7 2.768 -2.347 0.541
H8 3.217 -0.390 3.749
H9 1.772 0.648 3.968
H10 3.107 1.175 2.876
H11 1.255 -3.012 2.343
H12 0.415 -1.927 3.532
H13 2.176 -2.210 3.660
H14 1.957 3.977 -0.836
H15 0.244 4.033 -0.232
H16 0.622 2.664 -1.399
H17 2.095 4.064 2.320
H18 1.444 2.648 3.202
H19 0.331 3.724 2.313
H20 3.663 3.084 0.038
H21 3.416 1.385 -0.442
H22 3.902 1.780 1.242
H23 -3.281 -2.269 -0.073
H24 -2.430 -1.753 -1.577
H25 -3.034 -0.527 -0.414
H26 -2.530 -2.948 1.673
H27 -1.800 -1.686 2.705
H28 -0.864 -3.157 2.267
H29 -0.611 -3.434 -1.096
H30 0.498 -3.498 0.314
H31 0.811 -2.356 -1.028
C12 -1.546 -0.383 -3.494
C13 -0.297 -1.044 -3.472
C14 -0.147 -2.196 -4.252
C15 -1.164 -2.625 -5.092
C16 -2.370 -1.896 -5.175
C17 -2.511 -0.736 -4.446
O1 -1.963 0.442 -2.470
H32 -0.612 0.287 -1.015
H33 0.490 -0.675 -2.817
H34 0.806 -2.742 -4.154
H35 -1.032 -3.546 -5.676
H36 -3.233 -2.238 -5.797
H37 -3.400 -0.087 -4.501
S1 -3.468 2.231 2.537
C18 -2.503 1.455 3.767
C19 -1.368 0.882 3.244
N1 -1.276 1.077 1.861
C20 -2.322 1.749 1.352
H38 -2.760 1.407 4.808
H39 -0.589 0.324 3.759
H40 -2.443 1.983 0.307

Forces on the atoms, in the same order (eV/Å):
-2.9 -1.0 -1.0
2.3 -2.0 1.8
2.5 0.8 0.7
-1.4 -2.1 0.2
0.6 0.2 0.9
0.8 1.2 -3.4
-2.2 0.4 -0.1
0.4 -0.5 -0.9
0.0 0.3 -0.1
0.0 0.3 -0.2
-0.3 0.3 -0.2
-0.1 1.0 1.0
-0.1 0.6 -0.1
-0.3 0.2 0.0
-0.2 0.3 -0.2
0.2 0.2 0.2
0.0 0.1 -0.3
-0.1 0.5 0.7
0.5 -0.3 0.6
-0.2 -0.1 -0.4
0.1 -0.4 0.3
0.3 0.4 0.1
-0.2 0.4 -0.2
0.4 -0.1 -0.2
-0.2 -0.3 0.4
0.0 0.3 0.4
0.4 -0.3 -0.1
-0.3 -0.1 -0.3
-0.5 -0.2 -1.0
-0.4 0.1 -0.5
-0.1 -0.1 -0.4
-0.3 -0.3 0.0
0.0 0.1 -0.4
0.3 -0.1 0.1
0.1 -0.3 0.3
0.1 0.2 0.2
-0.1 0.1 -0.4
0.4 0.3 -0.3
-0.2 0.1 0.6
0.0 -0.5 -0.1
0.4 0.2 0.1
0.0 -0.4 -0.1
-0.3 0.3 -0.1
0.2 0.0 0.2
-0.1 0.1 -0.3
-0.1 -0.3 0.1
-0.1 0.6 1.0
0.5 -1.1 -0.6
2.1 1.7 2.0
-0.8 -1.2 -0.8
-1.6 0.7 -0.4
-1.4 -0.2 -0.5
1.2 0.6 -1.3
1.2 -0.9 2.2
-0.2 -0.6 -0.2
-0.6 0.2 -0.3
-0.1 0.4 0.2
1.0 0.3 0.4
0.3 -0.6 0.0
1.2 -0.8 0.3
0.7 -0.3 -0.8
-1.1 1.0 -1.0
-1.1 0.6 0.1
0.2 -0.3 2.0
-0.4 0.2 0.2
-0.3 0.2 0.0
0.0 -0.1 0.2

As for the HOMO-LUMO gap (alpha / beta): 5.123 / 5.451 eV. The LUMO energy (alpha / beta) is -15.2 / -15.5 eV. The value obtained for the energy above the lowest of the compared OMol25 structures with the same formula, charge and spin is 67.2 kcal per mole. For the HOMO energy (alpha / beta), the calculation gives -0.746 / -0.769 Ha. Its spin multiplicity is 5. Its expectation value of S² is 6.03. The net charge is +4.

DFT (ωB97M-V with the def2-TZVPD basis set) results for a structure of composition C5H10N in a non-equilibrium geometry.

Positions of all 16 atoms, in Å:
C1 2.092 -0.172 0.006
C2 1.143 -0.378 0.963
C3 0.972 0.126 -0.872
C4 -0.918 0.925 0.512
C5 -0.767 -1.361 -0.044
N1 -0.020 -0.153 0.158
H1 3.202 0.020 -0.234
H2 1.189 -0.724 2.021
H3 1.167 2.309 -1.268
H4 0.871 -0.052 -1.910
H5 -1.679 1.134 -0.386
H6 -1.440 0.687 1.362
H7 -0.209 1.812 0.604
H8 -1.516 -1.090 -0.851
H9 -0.035 -2.150 -0.528
H10 -1.199 -1.695 0.824

Forces on the atoms, in the same order (eV/Å):
-0.7 1.5 -1.0
3.3 -0.8 3.1
2.2 1.7 -1.1
0.7 3.6 -3.6
0.9 -1.8 -5.4
-0.1 -0.4 -0.2
-2.0 -0.9 1.0
-0.5 0.5 -1.0
-0.2 -1.3 0.2
-0.6 -0.2 -0.8
1.8 -0.5 2.0
-1.2 -0.5 2.1
-1.5 -0.8 0.2
0.5 -0.7 1.1
-1.6 1.4 1.3
-1.1 -0.8 2.0

As for the HOMO-LUMO gap (alpha / beta): 9.037 / 9.160 eV. The LUMO energy (alpha / beta) is -4.6 / -5.2 eV. The value obtained for the energy above the lowest of the compared OMol25 structures with the same formula, charge and spin is 152.3 kcal per mole. For the HOMO energy (alpha / beta), the calculation gives -0.502 / -0.529 Ha. Its spin multiplicity is 1. The net charge is +1.